(1)
This record from the Open Molecules 2025 dataset describes an isolated ion of composition C9H11N2O and charge +1. The level of theory is the ωB97M-V functional and the def2-TZVPD basis.

Output
Total charge   +1
2S+1   1
HOMO-LUMO gap   0.305 Ha
LUMO energy   -4.618 eV

Atoms and positions in Å:
C 2.7687 0.6913 0.2835
C 2.8554 -0.7116 0.0946
C 1.5646 1.3041 0.1612
C 1.7546 -1.4402 -0.0993
C 0.4096 0.5678 -0.0836
C -0.7683 -1.3536 -0.0643
C -1.1349 -2.6888 -0.1061
C -1.7364 -0.2309 -0.2076
C -1.2868 2.3432 -0.2776
N 0.5074 -0.7906 -0.1411
N -0.8599 0.9967 -0.0511
O -2.8709 -0.2004 0.6338
H 3.7439 1.1207 0.4736
H 3.8696 -1.2593 0.1819
H 1.2435 2.3826 0.2517
H 1.8937 -2.4431 -0.1868
H -0.4769 -3.4657 -0.1229
H -2.2456 -2.9580 -0.1261
H -2.2948 -0.1146 -1.1206
H -1.2295 2.8895 0.5570
H -0.7881 2.7288 -1.0513
H -2.2812 2.4811 -0.4639
H -2.6378 0.1511 1.4651

=====

(2)
This record from the Open Molecules 2025 dataset describes an isolated ion of composition C9H11N2OS and charge +1. The level of theory is the ωB97M-V functional and the def2-TZVPD basis.

Output
Total charge   +1
2S+1   1
HOMO-LUMO gap (alpha / beta)   0.271 / 0.271 Ha
LUMO energy (alpha / beta)   -6.468 / -6.468 eV

Atoms and positions in Å:
C -1.4152 1.3683 0.1777
C -2.7755 1.3954 0.5901
C -2.4574 -0.3423 2.1275
C -0.6083 0.2908 0.7253
C -1.1035 -0.5190 1.7284
C 1.2366 -1.0046 1.0946
C 0.3887 -0.0876 -2.1432
C 2.6926 0.0805 -1.0981
C 1.1949 0.4558 -0.9601
N -3.2770 0.4674 1.4397
N 0.6788 0.0270 0.3444
O -0.1804 -2.9825 2.2266
S 0.2244 -1.5930 2.4112
H -1.0606 2.1327 -0.4643
H -3.2897 2.2000 0.2311
H -2.9244 -1.1083 2.6656
H 2.2537 -1.3498 0.8573
H -0.6532 -0.1289 -1.7060
H 0.3002 0.5964 -3.0370
H 0.6896 -1.0758 -2.4833
H 2.7261 -1.0675 -1.2814
H 3.3650 0.3375 -0.3201
H 3.0123 0.4607 -2.0690
H 0.9823 1.4467 -1.0570

=====

(3)
This record from the Open Molecules 2025 dataset describes one molecule with the formula C9H11N3O. The level of theory is the ωB97M-V functional and the def2-TZVPD basis.

Output
2S+1   1
HOMO-LUMO gap   0.311 Ha
LUMO energy   0.396 eV

Atoms and positions in Å:
C -1.4102 -2.4702 1.7000
C -1.0247 -2.6687 -0.4478
C -0.8645 -1.2812 1.2269
C 1.3422 1.5471 0.0993
C -0.4903 0.0175 1.9756
C 2.1106 0.9711 -1.1139
C 0.9555 0.4716 -1.9254
C -0.7901 1.1724 1.1214
C -0.2377 0.3084 -1.1013
N -1.3821 -3.3514 0.6072
N -0.6311 -1.4234 -0.1166
N 0.0646 1.1404 -0.0381
O 1.9141 2.1899 0.9375
H -1.3964 -2.7864 2.7155
H -1.2161 -3.0653 -1.4840
H -1.0376 0.0702 2.9649
H 0.6463 0.0026 2.2862
H 2.7722 1.6753 -1.6150
H 2.7350 0.2520 -0.5073
H 0.5276 1.2239 -2.5455
H 1.0946 -0.2914 -2.6212
H -1.7976 0.9892 0.7079
H -0.7609 2.1890 1.6322
H -1.2369 0.4155 -1.4853

=====

(4)
This record from the Open Molecules 2025 dataset describes one molecule with the formula C9H11N3O. The level of theory is the ωB97M-V functional and the def2-TZVPD basis.

Output
2S+1   1
HOMO-LUMO gap   0.317 Ha
LUMO energy   0.492 eV

Atoms and positions in Å:
C 3.0125 -0.1789 1.0878
C 2.3603 -0.8111 -0.1567
C 0.8419 -0.6157 -0.1244
C -1.3131 -0.9209 -0.0337
C -2.6437 -1.4784 -0.1379
C -3.6834 -0.6235 -0.2322
C -3.4985 0.7540 -0.0793
C -2.2439 1.3453 -0.0540
C -1.1535 0.4601 -0.0006
H 4.1308 0.1375 1.0065
H 2.7813 -0.8475 1.9220
H 2.5901 0.8807 1.2316
H 2.7014 -1.8969 -0.3090
H 2.9031 -0.8494 -2.0373
H -2.7523 -2.5702 0.0087
H -4.6729 -1.1144 -0.2395
H -4.3958 1.3508 0.0906
H -2.0328 2.4105 0.1005
H 1.6070 1.6777 -1.0265
H 1.5440 2.1220 0.4876
N -0.1471 -1.5413 0.0822
N 0.2613 0.6488 -0.0687
N 0.9377 1.8178 -0.2515
O 2.8654 -0.1570 -1.2662

=====

(5)
This record from the Open Molecules 2025 dataset describes a 2-piece molecular cluster, C9H11N3O2 overall. The level of theory is the ωB97M-V functional and the def2-TZVPD basis.

Output
2S+1   1
HOMO-LUMO gap   0.332 Ha
LUMO energy   0.476 eV

Atoms and positions in Å:
C -3.3367 0.1141 2.7265
C -1.9910 0.4022 2.4739
C -2.7309 -1.2828 1.2897
C 0.8883 -4.2962 0.4713
C 1.6655 0.2201 -0.0657
C -0.1260 1.5459 -1.4858
C 0.5219 0.2135 0.8834
C 1.1045 0.7744 -1.4076
C -0.5387 -0.6148 0.7662
N -3.7512 -0.8665 2.0020
N -1.7009 -0.4883 1.4941
N -0.0855 0.1642 -1.8704
O 1.0000 -4.4985 1.5633
O 0.8141 -3.9621 -0.5985
H -4.0867 0.5601 3.3306
H -1.2066 1.0073 2.6816
H -2.7666 -2.1966 0.6503
H 2.5848 0.8495 0.2324
H 2.1168 -0.6864 -0.4567
H -0.8124 1.6442 -0.7091
H -0.3626 2.1662 -2.2550
H 0.4249 1.1038 1.3625
H 1.8347 1.0522 -2.1582
H -0.4840 -1.4447 0.1447
H -0.1873 -0.1712 -2.8179